DFT (wB97M-V/def2-TZVPD) results for a cluster of 7 separate species, C24H63ClN3O16 in total in a non-equilibrium geometry.

Cartesian coordinates (Å):
Cl1 0.11 -0.26 1.85
O1 0.04 0.03 3.21
O2 1.50 -0.37 1.45
O3 -0.62 -1.52 1.78
O4 -0.63 0.68 1.08
C1 -5.35 -5.26 -0.76
O5 -4.83 -3.95 -0.44
C2 -4.72 -3.69 0.97
C3 -4.23 -2.28 1.28
N1 -5.23 -1.27 0.93
C4 -4.85 0.08 1.47
C5 -3.84 0.81 0.65
O6 -4.31 1.04 -0.66
C6 -3.28 1.65 -1.50
H1 -6.34 -5.47 -0.35
H2 -4.65 -6.06 -0.53
H3 -5.53 -5.18 -1.83
H4 -3.89 -4.28 1.35
H5 -5.66 -3.97 1.45
H6 -3.28 -2.18 0.75
H7 -3.87 -2.30 2.31
H8 -5.26 -1.18 -0.07
H9 -4.41 -0.05 2.46
H10 -5.76 0.66 1.59
H11 -3.01 0.11 0.58
H12 -3.47 1.70 1.18
H13 -2.94 2.65 -1.24
H14 -3.66 1.72 -2.53
H15 -2.46 0.95 -1.61
C7 2.33 4.18 2.67
O7 3.05 3.36 1.73
C8 3.69 2.32 2.38
C9 4.46 1.38 1.42
N2 5.49 2.06 0.61
C10 6.60 2.59 1.48
C11 7.58 1.53 2.04
O8 8.63 2.00 2.88
C12 8.28 2.71 4.07
H16 3.04 4.71 3.29
H17 1.65 3.64 3.34
H18 1.59 4.87 2.27
H19 3.07 1.77 3.09
H20 4.25 2.73 3.22
H21 3.82 0.92 0.67
H22 4.89 0.52 1.92
H23 5.02 2.88 0.26
H24 6.29 3.28 2.26
H25 7.31 3.21 0.92
H26 8.02 0.80 1.36
H27 6.99 0.90 2.72
H28 9.17 2.82 4.70
H29 7.45 2.33 4.66
H30 7.96 3.73 3.85
C13 1.65 -1.41 -1.95
O9 1.34 -0.43 -2.94
C14 0.45 -0.99 -3.93
C15 0.10 -0.08 -5.14
N3 -0.72 1.02 -4.58
C16 -1.21 1.94 -5.63
C17 -2.04 3.09 -5.07
O10 -1.30 4.14 -4.42
C18 -2.13 5.20 -3.90
H31 0.71 -1.80 -1.54
H32 2.28 -0.91 -1.21
H33 2.13 -2.25 -2.45
H34 -0.48 -1.39 -3.51
H35 0.98 -1.82 -4.39
H36 -0.43 -0.64 -5.91
H37 1.04 0.26 -5.60
H38 -1.47 0.48 -4.17
H39 -1.83 1.47 -6.39
H40 -0.37 2.32 -6.21
H41 -2.81 2.72 -4.39
H42 -2.47 3.59 -5.94
H43 -2.40 4.82 -2.92
H44 -2.97 5.37 -4.57
H45 -1.44 6.04 -3.85
C19 1.67 2.49 -0.78
C20 0.50 2.73 -1.84
O11 1.12 2.56 -3.14
O12 2.80 3.24 -1.19
H46 2.01 1.47 -0.61
H47 1.41 2.82 0.23
H48 0.11 3.75 -1.80
H49 -0.23 1.96 -1.60
H50 0.50 1.97 -3.57
H51 3.36 3.32 -0.41
C21 0.16 -4.42 -0.48
C22 -1.33 -4.31 -0.75
O13 -1.95 -5.55 -0.92
O14 0.77 -4.61 -1.77
H52 0.29 -5.32 0.13
H53 0.66 -3.60 0.04
H54 -1.46 -3.69 -1.63
H55 -1.69 -3.79 0.14
H56 -1.79 -6.14 -0.18
H57 0.77 -5.56 -1.91
C23 -2.06 -3.78 4.26
C24 -1.79 -2.55 5.15
O15 -1.27 -2.89 6.45
O16 -3.24 -4.48 4.72
H58 -1.20 -4.45 4.23
H59 -2.21 -3.33 3.27
H60 -2.76 -2.05 5.17
H61 -1.12 -1.86 4.63
H62 -1.81 -3.65 6.68
H63 -3.05 -5.10 5.43

The value obtained for the energy above the lowest of the compared OMol25 structures with the same formula, charge and spin is 0.8 kcal per mole. The maximum force comes out at 4.182 eV/A. The calculation puts the gap between HOMO and LUMO at 0.3138 Ha. The total charge is -1.

=====

DFT (wB97M-V/def2-TZVPD) results for a structure of composition C5H12O2 in a non-equilibrium geometry.

Cartesian coordinates (Å):
C1 -1.61 -0.15 1.07
C2 -2.45 0.99 0.57
O1 0.12 -0.82 -1.05
O2 0.70 -1.90 -1.85
H1 0.45 -2.64 -1.28
H2 -1.58 -0.25 2.15
H3 -1.94 -1.11 0.67
H4 -2.48 1.00 -0.52
H5 -2.06 1.95 0.92
H6 -3.49 0.89 0.92
C3 1.56 1.13 -0.88
C4 1.11 -0.15 -0.21
C5 2.04 -0.89 0.46
H7 -0.26 0.04 0.76
H8 2.15 1.74 -0.19
H9 2.18 0.91 -1.75
H10 0.69 1.71 -1.20
H11 3.06 -0.56 0.58
H12 1.81 -1.89 0.83

The value obtained for the energy above the lowest of the compared OMol25 structures with the same formula, charge and spin is 147.3 kcal per mole. The maximum force comes out at 4.748 eV/A. The calculation puts the gap between HOMO and LUMO at 0.3351 Ha.

=====

DFT (wB97M-V/def2-TZVPD) results for a cluster of 2 separate species, H3O4SSi in total in a non-equilibrium geometry.

Cartesian coordinates (Å):
O1 2.09 -0.32 -1.00
O2 1.92 -2.14 0.63
O3 1.98 0.17 1.41
O4 -0.73 -0.68 0.21
Si1 -1.51 0.58 -0.26
S1 1.77 -0.75 0.33
H1 -2.46 1.07 0.78
H2 -0.69 1.76 -0.64
H3 -2.37 0.30 -1.45

The value obtained for the energy above the lowest of the compared OMol25 structures with the same formula, charge and spin is 23.2 kcal per mole. The maximum force comes out at 3.245 eV/A. The calculation puts the gap between HOMO and LUMO at 0.3205 Ha. The total charge is -1.

=====

DFT (wB97M-V/def2-TZVPD) results for the molecule C4H6O2 in a non-equilibrium geometry.

Cartesian coordinates (Å):
C1 -1.65 -0.34 0.57
C2 -0.36 0.34 0.19
C3 0.84 0.04 0.78
O1 1.94 0.44 0.18
C4 1.50 0.27 -1.33
O2 1.79 1.06 -2.17
H1 -2.26 -0.50 -0.32
H2 -1.47 -1.32 1.02
H3 -2.23 0.25 1.27
H4 -0.46 1.32 -0.27
H5 0.99 -0.74 1.53
H6 1.37 -0.82 -1.44

The value obtained for the energy above the lowest of the compared OMol25 structures with the same formula, charge and spin is 57.6 kcal per mole. The maximum force comes out at 3.779 eV/A. As for the SMILES: C/C=C/OC=O. The calculation puts the gap between HOMO and LUMO at 0.3541 Ha.

=====

DFT (wB97M-V/def2-TZVPD) results for a cluster of 3 separate species, C5H5N2O3 in total in a non-equilibrium geometry.

Cartesian coordinates (Å):
C1 2.55 0.51 -0.31
C2 1.70 1.37 0.14
C3 -1.34 -0.43 -0.29
C4 3.59 -0.24 -0.62
C5 -3.65 0.44 0.41
N1 1.16 -1.13 0.66
N2 -2.41 -0.08 -0.15
O1 0.77 2.02 0.28
O2 -0.24 -0.76 -0.60
O3 1.61 -2.12 0.35
H1 4.49 0.17 -0.84
H2 3.44 -1.32 -0.61
H3 -3.64 -0.13 1.38
H4 -3.50 1.51 0.47
H5 -4.54 0.19 -0.27

The value obtained for the energy above the lowest of the compared OMol25 structures with the same formula, charge and spin is 86.8 kcal per mole. The maximum force comes out at 4.063 eV/A. The calculation puts the gap between HOMO and LUMO at 0.2880 Ha. The total charge is +1.

=====

DFT (wB97M-V/def2-TZVPD) results for the molecule C4H7NO.

Cartesian coordinates (Å):
C1 -1.38 -0.48 0.38
C2 -0.30 -0.07 -0.67
C3 0.55 1.19 -0.31
C4 1.44 0.17 0.40
O1 2.24 0.18 1.30
N1 0.90 -0.86 -0.36
H1 -2.27 -0.92 -0.07
H2 -0.98 -1.24 1.07
H3 -1.66 0.36 1.02
H4 -0.58 -0.12 -1.73
H5 1.11 1.58 -1.18
H6 0.12 2.03 0.25
H7 0.82 -1.83 -0.09

The value obtained for the energy above the lowest of the compared OMol25 structures with the same formula, charge and spin is 27.0 kcal per mole. The maximum force comes out at 0.598 eV/A. As for the SMILES: C[C@H]1CC(=O)N1. The calculation puts the gap between HOMO and LUMO at 0.3965 Ha.

=====

DFT (wB97M-V/def2-TZVPD) results for a structure of composition C45H64N2P2SiTi.

Cartesian coordinates (Å):
Ti1 -0.23 -0.02 -0.38
C1 -1.86 3.53 -3.01
C2 -2.75 2.31 -3.29
C3 -4.22 2.68 -3.03
P1 -2.09 0.87 -2.31
C4 -2.80 -0.67 -3.10
C5 -4.12 -0.60 -3.87
C6 -2.80 -1.82 -2.10
C7 -2.91 1.08 -0.69
C8 -4.23 0.68 -0.44
C9 -4.87 0.90 0.77
C10 -6.29 0.47 1.00
C11 -4.15 1.57 1.76
C12 -2.85 1.97 1.56
C13 -2.18 1.74 0.34
N1 -0.83 1.95 0.15
C14 -0.13 2.97 0.74
C15 -0.71 4.17 1.19
C16 0.07 5.17 1.75
C17 1.45 5.06 1.87
C18 2.29 6.16 2.46
C19 2.03 3.89 1.38
C20 1.29 2.86 0.83
P2 2.02 1.36 0.09
C21 2.74 1.95 -1.52
C22 3.36 3.34 -1.51
C23 1.65 1.90 -2.59
C24 3.51 0.91 1.13
C25 3.23 1.02 2.63
C26 4.87 1.54 0.81
H1 -2.26 4.41 -3.51
H2 -0.84 3.36 -3.37
H3 -1.81 3.74 -1.94
H4 -2.63 2.02 -4.34
H5 -4.35 3.02 -2.00
H6 -4.90 1.84 -3.20
H7 -4.52 3.49 -3.70
H8 -2.02 -0.89 -3.83
H9 -4.98 -0.45 -3.21
H10 -4.28 -1.55 -4.39
H11 -4.12 0.19 -4.62
H12 -3.72 -1.83 -1.50
H13 -1.96 -1.76 -1.40
H14 -2.74 -2.78 -2.62
H15 -4.78 0.19 -1.23
H16 -6.65 -0.15 0.18
H17 -6.96 1.33 1.08
H18 -6.39 -0.11 1.92
H19 -4.62 1.76 2.72
H20 -2.31 2.45 2.37
H21 -1.77 4.32 1.09
H22 -0.42 6.08 2.08
H23 1.68 6.83 3.06
H24 2.76 6.75 1.68
H25 3.08 5.76 3.09
H26 3.11 3.79 1.45
H27 3.50 1.20 -1.75
H28 2.60 4.10 -1.34
H29 3.82 3.55 -2.48
H30 4.13 3.47 -0.74
H31 0.84 2.58 -2.33
H32 1.23 0.91 -2.70
H33 2.06 2.22 -3.55
H34 3.62 -0.16 0.90
H35 3.08 2.05 2.93
H36 4.08 0.62 3.18
H37 2.35 0.45 2.92
H38 4.92 2.59 1.09
H39 5.13 1.45 -0.24
H40 5.64 1.02 1.38
C27 0.83 -1.56 -1.73
Si1 1.22 -2.82 -0.47
C28 -0.09 -2.80 0.94
N2 -0.67 -1.48 1.32
C29 -2.11 -1.62 1.65
C30 -2.36 -2.52 2.86
C31 -1.35 -2.24 3.99
C32 -0.71 -0.88 3.78
C33 0.05 -0.84 2.45
C34 1.10 -4.63 -1.04
C35 2.15 -5.53 -0.92
C36 2.04 -6.84 -1.37
C37 0.86 -7.27 -1.95
C38 -0.21 -6.39 -2.08
C39 -0.08 -5.08 -1.63
C40 2.97 -2.60 0.25
C41 4.02 -2.29 -0.63
C42 5.32 -2.12 -0.18
C43 5.60 -2.25 1.18
C44 4.58 -2.58 2.06
C45 3.29 -2.75 1.59
H41 0.25 -2.00 -2.54
H42 1.77 -1.19 -2.15
H43 0.23 -3.35 1.83
H44 -0.91 -3.39 0.52
H45 -2.63 -2.00 0.77
H46 -2.50 -0.62 1.83
H47 -2.31 -3.57 2.56
H48 -3.38 -2.35 3.20
H49 -0.56 -3.01 3.99
H50 -1.83 -2.30 4.96
H51 -0.01 -0.63 4.58
H52 -1.48 -0.10 3.79
H53 1.01 -1.35 2.55
H54 0.28 0.21 2.19
H55 3.08 -5.21 -0.46
H56 2.88 -7.52 -1.27
H57 0.77 -8.29 -2.31
H58 -1.13 -6.72 -2.54
H59 -0.92 -4.41 -1.75
H60 3.81 -2.18 -1.69
H61 6.11 -1.89 -0.88
H62 6.61 -2.11 1.54
H63 4.80 -2.69 3.12
H64 2.52 -3.03 2.30

The value obtained for the energy above the lowest of the compared OMol25 structures with the same formula, charge and spin is 1.9 kcal per mole. The maximum force comes out at 0.682 eV/A. As for the expectation value of S²: 2.006. The spin multiplicity is 3. The calculation puts the gap between HOMO and LUMO (alpha / beta) at 0.2335 / 0.2652 Ha.

=====

DFT (wB97M-V/def2-TZVPD) results for a cluster of 2 separate species, C5H13N3O in total in a non-equilibrium geometry.

Cartesian coordinates (Å):
H1 -0.32 -2.86 -0.68
N1 0.25 -2.02 -0.71
C1 0.06 -1.25 0.33
C2 -1.64 -1.04 0.82
N2 0.89 -1.29 1.45
H2 -2.02 -2.04 0.63
H3 -2.40 -0.44 0.32
H4 -1.86 -0.91 1.88
H5 1.16 -0.37 1.77
H6 0.54 -1.79 2.25
C3 2.21 0.64 -0.71
N3 0.76 0.39 -0.62
C4 -0.08 1.43 -0.04
C5 -1.27 1.80 -0.87
O1 0.32 2.08 0.91
H7 2.73 -0.28 -0.45
H8 2.55 1.36 0.04
H9 2.47 0.93 -1.72
H10 0.38 -0.07 -1.44
H11 -2.13 1.91 -0.21
H12 -1.53 1.04 -1.60
H13 -1.08 2.77 -1.36

The value obtained for the energy above the lowest of the compared OMol25 structures with the same formula, charge and spin is 101.8 kcal per mole. The maximum force comes out at 4.205 eV/A. As for the SMILES: [H]/N=C(\C)N.CNC(C)=O. The calculation puts the gap between HOMO and LUMO at 0.3166 Ha.